A molecular structure, C8H22Cr2F2N2O2 at a distorted geometry. Source: OMol25; level of theory: ωB97M-V with the def2-TZVPD basis set.

The expectation value of S² is 20.020. For the HOMO energy (alpha / beta), the calculation gives -13.69 / -13.70 eV. The value obtained for the lowest unoccupied orbital energy (alpha / beta) is -0.3991 / -0.3612 hartree. The energy relative to the best compared isomer or geometry (same formula, charge and spin) is 0.0 kJ/mol. The largest force on an atom comes out at 2.56 eV/A.

Structure (ORCA input):
```
! wB97M-V def2-TZVPD RIJCOSX def2/J DEFGRID3
* xyz 2 9
Cr 3.04567 3.26371 0.51884
Cr 0.50158 2.95011 -1.27162
F 1.55377 4.36640 -0.38764
F 1.92765 1.81579 -0.34965
C -0.09979 -2.35707 -1.83713
C 0.90212 -1.31730 -2.34141
C 2.40267 -1.70464 -2.26117
O 2.68776 -2.30419 -1.02438
C 2.93116 -3.70018 -1.10174
N 0.48302 -0.89823 -3.67148
H -0.20682 -3.18375 -2.54136
H -1.07753 -1.87238 -1.81010
H 0.16043 -2.67586 -0.83217
H 0.67841 -0.45357 -1.69275
H 2.93155 -0.74272 -2.24868
H 2.69764 -2.30406 -3.12395
H 2.04110 -4.23042 -1.47014
H 3.08894 -4.12833 -0.11498
H 3.77974 -3.91490 -1.75306
H 1.17752 -0.34713 -4.16320
H 0.19542 -1.64006 -4.29663
C -0.72233 0.39374 1.15862
C -1.58810 1.61713 1.12995
C -2.22622 1.97859 2.46521
O -2.77647 0.81138 2.98339
C -3.36219 1.00975 4.26212
N -0.78695 2.79342 0.62593
H -0.24288 0.20003 0.19587
H -1.27849 -0.47963 1.48069
H 0.09725 0.55017 1.87304
H -2.40448 1.52547 0.41006
H -3.04099 2.68781 2.23830
H -1.53842 2.46193 3.17799
H -4.28138 1.59449 4.17325
H -2.68893 1.57011 4.92314
H -3.52704 0.03161 4.69815
H -1.33232 3.65813 0.61553
H -0.10208 2.97466 1.36314
*
```

A molecular structure, C8H22F4KN2O20P2S5 at a distorted geometry. Source: OMol25; level of theory: ωB97M-V with the def2-TZVPD basis set.

For the HOMO energy, the calculation gives -7.15 eV. The value obtained for the lowest unoccupied orbital energy is 0.0675 hartree. The energy relative to the best compared isomer or geometry (same formula, charge and spin) is 307.4 kJ/mol. The largest force on an atom comes out at 12.35 eV/A.

Structure (ORCA input):
```
! wB97M-V def2-TZVPD RIJCOSX def2/J DEFGRID3
* xyz -1 1
K 0.78261 0.58303 1.03743
N 1.23960 3.38479 1.28011
S 1.28505 4.53963 0.29579
O 2.34223 5.48967 0.38819
O -0.06872 4.83386 -0.16290
F 1.90348 3.65086 -0.86625
S 0.50781 4.26764 2.57247
O -0.88486 3.98460 2.82379
O 0.97632 5.62082 2.78607
F 0.98884 3.47102 3.88201
N 2.81111 -0.06780 2.58208
S 3.60904 -1.41822 2.00904
O 3.61518 -2.71411 2.66140
O 4.79648 -0.97501 1.26166
F 2.69703 -1.85400 0.68394
S 2.90883 -0.55571 3.99803
O 4.19702 -0.65658 4.57435
O 1.87666 -1.36756 4.68576
F 2.52365 0.97881 4.57580
C 0.43851 -2.80457 -1.73426
O 0.97196 -2.30659 -2.88204
P 2.03662 -1.11063 -2.75742
O 1.63711 -0.13825 -1.72825
O 3.35340 -1.92236 -2.44249
C 4.50959 -1.19474 -2.05850
O 2.28392 -0.63057 -4.26718
C 1.20143 -0.11081 -5.06708
H -0.64708 -2.89338 -1.77535
H 0.78471 -2.40854 -0.77958
H 0.71718 -3.85643 -1.67075
H 4.63252 -0.13107 -2.26242
H 5.40872 -1.50622 -2.59015
H 4.61436 -1.13867 -0.97499
H 0.21614 -0.03826 -4.60658
H 0.96252 -0.77686 -5.89617
H 1.45433 0.82007 -5.57462
C -0.60843 2.27259 -2.13419
O -1.29630 1.17938 -2.71886
P -2.10704 0.19185 -1.80176
O -1.42671 -0.10173 -0.52136
O -2.45843 -1.01736 -2.74736
C -2.82933 -0.73794 -4.09982
O -3.53150 1.06615 -1.66962
C -4.66976 0.76305 -0.99219
H 0.43071 2.35894 -2.45176
H -0.63227 2.51806 -1.07246
H -1.10076 3.18015 -2.48352
H -3.21264 0.24404 -4.37710
H -3.73653 -1.26764 -4.39051
H -1.96497 -0.99706 -4.71125
H -5.44568 1.44966 -1.33074
H -4.61283 1.04319 0.05966
H -5.10017 -0.22967 -1.12384
C -2.57687 -2.73656 5.08907
C -3.41776 -1.45838 4.87192
O -3.41609 -1.36805 3.45737
S -1.90348 -1.58544 2.81897
O -1.18796 -0.33601 2.57369
O -1.81356 -2.56617 1.77986
O -1.47565 -2.37918 4.26066
H -3.06703 -3.68271 4.85965
H -2.22400 -2.74360 6.12035
H -2.89473 -0.65927 5.39725
H -4.40352 -1.44815 5.33698
*
```

6 unconnected molecules or ions with the total composition C8H22F6N2O8S2 at a distorted geometry. Source: OMol25; level of theory: ωB97M-V with the def2-TZVPD basis set.

For the HOMO energy, the calculation gives -1.48 eV. The value obtained for the lowest unoccupied orbital energy is 0.0526 hartree. The largest force on an atom comes out at 3.67 eV/A.

Structure (ORCA input):
```
! wB97M-V def2-TZVPD RIJCOSX def2/J DEFGRID3
* xyz -2 1
N -0.78407 2.31348 4.60528
H -1.41319 2.63125 3.88186
H -0.39311 1.49028 4.16988
H -1.26974 2.16825 5.47886
H -0.07990 3.00885 4.80704
N -0.59230 -0.40548 -1.44649
H -0.41813 -1.25108 -1.97065
H 0.19464 0.17811 -1.69196
H -0.31722 -0.60424 -0.49521
H -1.49281 0.02418 -1.60323
C 3.81259 -5.80959 -4.96549
F 4.86232 -4.97597 -5.38268
F 2.89217 -6.01850 -5.97500
F 4.37972 -6.94256 -4.55239
S 3.00257 -5.03542 -3.34453
O 2.32124 -6.18946 -2.62823
O 4.09128 -4.51315 -2.54071
O 2.08424 -3.98925 -3.77623
C -6.84972 2.85564 0.05067
F -7.45474 3.94293 0.56859
F -6.71072 1.91405 1.00974
F -7.60686 2.42526 -0.97483
S -5.04177 3.25994 -0.48216
O -4.21054 2.97688 0.67607
O -4.67465 2.31746 -1.57230
O -4.98386 4.64115 -0.89617
C 1.24662 -3.58663 4.89942
C 0.44890 -3.10764 3.69658
C -1.07506 -3.20993 4.00659
O 0.97650 -1.84734 3.20854
H 1.24001 -2.95318 5.78644
H 2.32325 -3.75077 4.85433
H 0.78452 -4.47720 5.32539
H 0.56350 -3.72787 2.80761
H -1.71001 -2.81222 3.21491
H -1.22701 -2.58197 4.88448
H -1.46366 -4.18493 4.30063
C 2.03053 3.94412 -3.78020
C 2.71041 3.88364 -2.44789
C 2.00958 4.66689 -1.36188
O 2.99572 2.48852 -2.10480
H 1.76281 4.91039 -4.20768
H 1.15345 3.29945 -3.72336
H 2.59214 3.57666 -4.63907
H 3.67148 4.38879 -2.54414
H 0.94490 4.44466 -1.28983
H 2.16069 5.74467 -1.42221
H 2.51350 4.47910 -0.41378
*
```

3 unconnected molecules or ions with the total composition C8H22N2 at a distorted geometry. Source: OMol25; level of theory: ωB97M-V with the def2-TZVPD basis set.

For the HOMO energy (alpha / beta), the calculation gives -6.95 / -7.37 eV. The value obtained for the lowest unoccupied orbital energy (alpha / beta) is 0.0190 / 0.0249 hartree. The energy relative to the best compared isomer or geometry (same formula, charge and spin) is 357.4 kJ/mol. The largest force on an atom comes out at 1.50 eV/A.

Structure (ORCA input):
```
! wB97M-V def2-TZVPD RIJCOSX def2/J DEFGRID3
* xyz 0 1
C 0.33657 -0.30892 1.56179
C -1.19010 -0.53132 1.61003
C 1.05076 -1.63242 1.87713
C 0.77550 0.75960 2.57903
C -2.05381 0.72970 1.53482
N 0.71974 0.10326 0.20259
H 0.12592 0.82532 -0.27770
H 1.69743 0.37294 0.15446
H -1.45333 -1.20350 0.78875
H -1.41853 -1.06975 2.53455
H 2.13177 -1.52449 1.75774
H 0.38103 1.73967 2.31232
H 0.71350 -2.42805 1.21084
H 0.85593 -1.94162 2.90563
H 1.86542 0.82805 2.61152
H 0.42334 0.50806 3.58254
H -1.79870 1.34511 0.67072
H -1.95007 1.33838 2.43480
H -3.10734 0.45569 1.44647
C 0.18000 -0.98548 -1.69215
C -0.60097 1.61493 -3.00417
C 1.51760 -0.85808 -2.34509
N -0.83828 1.11266 -1.67846
H -1.80132 0.78128 -1.62424
H -0.66021 -0.97553 -2.36902
H 0.07235 -1.81830 -1.01135
H -0.57626 0.82172 -3.78952
H -1.35647 2.34095 -3.33980
H 0.37091 2.11708 -3.04853
H 1.62819 -1.65193 -3.09332
H 2.33450 -0.95385 -1.62888
H 1.62491 0.08882 -2.87349
*
```

2 unconnected molecules or ions with the total composition C8H22N3O at a distorted geometry. Source: OMol25; level of theory: ωB97M-V with the def2-TZVPD basis set.

For the HOMO energy, the calculation gives -13.20 eV. The value obtained for the lowest unoccupied orbital energy is -0.0837 hartree. The energy relative to the best compared isomer or geometry (same formula, charge and spin) is 47.2 kJ/mol. The largest force on an atom comes out at 3.93 eV/A.

Structure (ORCA input):
```
! wB97M-V def2-TZVPD RIJCOSX def2/J DEFGRID3
* xyz 1 1
C -3.54030 2.21489 -0.09552
C -1.57230 -2.74684 -0.70717
C 3.12589 1.67177 -0.04418
C 3.30395 -0.70275 0.68040
C -2.06764 1.83904 -0.34774
C 1.84752 0.09807 -1.17207
C -1.51539 -2.28159 0.76534
C -0.72911 0.09028 0.73774
N -1.77300 0.41951 -0.08737
N 2.43859 0.36745 0.11183
N -0.49516 -1.22577 1.03863
O 0.16282 0.90922 0.98004
H -4.32607 1.58783 -0.53843
H -3.67458 2.23635 0.95446
H -3.82140 3.14700 -0.59268
H -0.62783 -2.95765 -1.21248
H -2.15838 -3.65514 -0.65564
H -2.00457 -1.80890 -1.13110
H 3.52881 1.90662 0.85570
H 3.86921 1.69744 -0.85282
H 2.32294 2.32359 -0.20695
H 2.83154 -1.68591 0.29241
H 4.39014 -0.77070 0.53424
H 3.02002 -0.64171 1.72939
H -1.76391 1.97410 -1.46568
H -1.35171 2.47498 0.38163
H 1.25817 -0.89125 -1.07888
H 2.70979 -0.16983 -1.79403
H -1.16613 -3.26245 1.15998
H -2.41296 -2.02464 1.30540
H -2.49121 -0.20833 -0.46961
H 1.42505 0.52440 0.63349
H -0.06159 -1.38877 1.95383
H 1.31885 0.93969 -1.66217
*
```

5 unconnected molecules or ions with the total composition C8H22N4O9 at a distorted geometry. Source: OMol25; level of theory: ωB97M-V with the def2-TZVPD basis set.

The SMILES is C[N+](=O)[O-].C[N+](=O)[O-].C[N+](=O)[O-].C[N+](=O)[O-].CCOCC. For the HOMO energy, the calculation gives -9.53 eV. The value obtained for the lowest unoccupied orbital energy is 0.0035 hartree. The energy relative to the best compared isomer or geometry (same formula, charge and spin) is 162.2 kJ/mol. The largest force on an atom comes out at 2.91 eV/A.

Structure (ORCA input):
```
! wB97M-V def2-TZVPD RIJCOSX def2/J DEFGRID3
* xyz 0 1
C 1.22076 5.97688 22.88564
N 0.48433 4.69540 22.61106
O -0.60420 4.53075 23.07592
O 0.96287 3.85654 21.82920
H 0.98150 6.29140 23.90148
H 0.79869 6.63941 22.12999
H 2.30622 5.90834 22.81362
C 6.71002 5.75025 17.54173
N 8.14300 5.24440 17.60745
O 8.58544 4.36972 16.88936
O 8.79289 5.75667 18.49736
H 6.36374 5.79875 18.57412
H 6.00265 5.29077 16.85137
H 6.77136 6.81110 17.29895
C 14.74391 9.86470 20.14074
N 14.20472 11.03581 19.35587
O 14.70995 11.28097 18.23744
O 13.44421 11.77259 19.96941
H 15.44354 10.25025 20.88233
H 15.20729 9.17693 19.43338
H 13.86653 9.36481 20.55114
C -0.86753 10.06758 13.09038
N 0.62458 10.43380 13.23836
O 0.94946 11.50880 12.78541
O 1.37697 9.67273 13.84696
H -0.94802 9.66367 12.08117
H -1.49151 10.88773 13.44549
H -1.09025 9.29928 13.83079
C 16.88556 5.62608 9.35826
C 15.62745 4.74711 9.54576
O 15.12094 4.97208 10.88546
C 15.72249 4.19813 11.95370
C 15.38120 4.76623 13.37864
H 16.80498 6.66322 9.68377
H 17.73637 5.29878 9.95584
H 17.29141 5.66276 8.34729
H 15.00488 5.00779 8.68985
H 15.83209 3.70486 9.30092
H 15.32426 3.18873 11.85067
H 16.78907 4.14669 11.73494
H 14.38801 5.21508 13.39266
H 16.14371 5.47026 13.71184
H 15.26230 4.05953 14.19996
*
```

2 unconnected molecules or ions with the total composition C8H22NO3Si at a distorted geometry. Source: OMol25; level of theory: ωB97M-V with the def2-TZVPD basis set.

For the HOMO energy (alpha / beta), the calculation gives -9.75 / -10.12 eV. The value obtained for the lowest unoccupied orbital energy (alpha / beta) is -0.1361 / -0.1297 hartree. The energy relative to the best compared isomer or geometry (same formula, charge and spin) is 358.7 kJ/mol. The largest force on an atom comes out at 5.35 eV/A.

Structure (ORCA input):
```
! wB97M-V def2-TZVPD RIJCOSX def2/J DEFGRID3
* xyz 1 1
C 1.58433 -0.12582 2.00232
C -1.19211 1.01701 2.59336
C -0.63397 -0.99839 3.63151
C -2.21099 -0.98225 1.73890
C -2.19561 0.78628 -3.57498
C 2.27517 2.11235 -1.93648
C 1.89975 -1.69291 -3.33537
C 0.26683 -0.70389 1.46591
N -0.95216 -0.44266 2.28049
O -1.36449 0.68845 -2.42111
O 0.96654 1.70391 -2.23470
O 0.79805 -1.12563 -2.68282
Si 0.20907 0.31727 -2.26223
H 2.35951 -0.25070 1.24768
H 1.57366 0.98294 2.18541
H 1.94513 -0.59304 2.92803
H -2.16505 1.35713 2.72131
H -0.46362 1.30537 3.32262
H -0.73536 1.61536 1.71575
H -1.45656 -0.73085 4.31283
H -0.45944 -2.03767 3.62700
H 0.32393 -0.58578 3.99455
H -2.18338 -2.06756 1.51604
H -3.19619 -0.87923 2.28729
H -2.39095 -0.39984 0.87622
H -3.19519 1.28787 -3.29117
H -2.34433 -0.23207 -3.81068
H -1.52449 1.26349 -4.33149
H 2.84788 2.01109 -2.80311
H 2.56244 1.47307 -1.10986
H 2.18503 3.12440 -1.54472
H 1.93438 -1.37372 -4.45284
H 1.93149 -2.76980 -3.24747
H 2.75853 -1.18740 -2.78291
H 0.24218 -1.86680 1.37472
*
```

2 unconnected molecules or ions with the total composition C8H22NSi at a distorted geometry. Source: OMol25; level of theory: ωB97M-V with the def2-TZVPD basis set.

For the HOMO energy, the calculation gives -12.22 eV. The value obtained for the lowest unoccupied orbital energy is -0.1812 hartree. The energy relative to the best compared isomer or geometry (same formula, charge and spin) is 119.3 kJ/mol. The largest force on an atom comes out at 4.12 eV/A.

Structure (ORCA input):
```
! wB97M-V def2-TZVPD RIJCOSX def2/J DEFGRID3
* xyz 1 1
C 1.79647 2.81535 0.08955
C -0.59404 -0.63187 4.03123
C 1.43069 -1.36631 -0.17469
C -1.53702 -1.57562 -4.15254
C 1.77113 2.01226 1.40077
C -0.27896 0.75688 3.32454
C 0.14073 -0.81774 0.37183
C -0.88970 -1.29443 -2.81890
N -1.37988 -0.01519 -2.25416
Si 0.50980 0.64742 1.69110
H 2.60538 3.47381 0.23462
H 1.88123 2.39340 -0.85576
H 0.93806 3.57077 0.12041
H 0.20665 -0.85826 4.72459
H -1.48430 -0.50531 4.70884
H -0.67902 -1.35705 3.27104
H 2.02162 -1.87986 0.52576
H 1.28219 -2.04332 -0.97677
H 1.91898 -0.46217 -0.40856
H -1.07517 -2.35935 -4.56437
H -1.42090 -0.71481 -4.82422
H -2.64386 -1.68402 -4.08011
H 1.55769 2.87207 2.02034
H 2.68233 1.60451 1.79112
H 0.49245 1.17875 4.11030
H -1.03292 1.51827 3.23307
H -0.55587 -1.53064 0.87109
H -1.27283 -1.98243 -2.04929
H 0.13522 -1.24262 -2.91035
H -1.03693 0.77546 -2.79786
H -2.36116 -0.01518 -2.20509
H -0.44692 -0.49723 -0.49289
*
```